1.
Here is a cluster of 7 separate species, C26H43Br2N3O3 in total at a distorted geometry from the OMol25 dataset. Energies are from ωB97M-V/def2-TZVPD.

Output
- structure (SMILES) = c1cc[nH]c1.c1cc[nH]c1.c1cc[nH]c1.C1CCOC1.C1CCOC1.C1CCOC1.BrCCBr
- HOMO (Ha) = -0.3013
- HOMO-LUMO gap (eV) = 8.558
- energy (eV) = -178352.845
- LUMO level (eV) = 0.4

```
! RIJCOSX wB97M-V def2-TZVPD def2/J DEFGRID3
* xyz 0 1
C 1.9331 9.5091 -19.0740
C 1.9455 8.0695 -19.4950
C 1.1934 8.0999 -20.8259
O 1.5305 9.3290 -21.4351
C 1.6272 10.3107 -20.3574
H 2.8312 9.8366 -18.5504
H 1.1602 9.6580 -18.3200
H 1.5260 7.3452 -18.7967
H 2.9810 7.8572 -19.7611
H 0.1110 8.1659 -20.7159
H 1.3757 7.2481 -21.4811
H 0.7216 10.9131 -20.2863
H 2.4519 10.9736 -20.6192
C 1.9380 2.2325 -27.6297
C 3.0272 2.3705 -28.5998
C 2.4891 1.5174 -29.7457
O 1.1238 1.9135 -29.7478
C 0.6784 2.3105 -28.4539
H 1.9779 2.9686 -26.8267
H 2.0123 1.2388 -27.1882
H 3.9888 1.9757 -28.2719
H 3.3166 3.3781 -28.8983
H 2.5918 0.4581 -29.5104
H 2.9885 1.6778 -30.7011
H -0.0436 1.6308 -28.0016
H 0.3469 3.3488 -28.4679
C -4.7720 14.2728 -22.3913
C -5.3916 15.0940 -23.4755
C -5.9339 14.1406 -24.5243
O -5.1702 12.9698 -24.3633
C -4.8030 12.8237 -22.9637
H -5.4760 14.3063 -21.5598
H -3.7622 14.5521 -22.0906
H -4.7759 15.8660 -23.9371
H -6.3147 15.5404 -23.1056
H -5.7230 14.5464 -25.5137
H -6.9994 13.9654 -24.3753
H -3.8270 12.3536 -22.8427
H -5.5116 12.1669 -22.4591
Br -4.1347 1.8560 -22.2192
C -5.7647 2.5309 -23.0707
C -6.5689 3.6283 -22.3248
Br -5.4252 5.2164 -22.0680
H -6.3907 1.6572 -23.2520
H -5.4318 2.7898 -24.0758
H -7.0202 3.2827 -21.3947
H -7.3963 3.9699 -22.9468
N -5.2755 8.9406 -29.0361
C -4.9695 7.7680 -28.4380
C -5.1825 6.7791 -29.3362
C -5.4657 7.4243 -30.5702
C -5.6904 8.7186 -30.3147
H -5.3145 9.8554 -28.6099
H -4.6376 7.8040 -27.4110
H -5.0445 5.7120 -29.2430
H -5.6074 7.0958 -31.5892
H -5.9280 9.5555 -30.9547
N -11.3296 10.5416 -23.9313
C -12.1315 11.6472 -23.8722
C -11.6011 12.4180 -22.8308
C -10.7256 11.6155 -22.0718
C -10.5528 10.5245 -22.8249
H -11.2697 9.7670 -24.5767
H -12.9408 11.7325 -24.5824
H -11.9637 13.3934 -22.5416
H -10.2525 11.9072 -21.1458
H -9.9390 9.6670 -22.5920
N -13.1930 3.2558 -18.6958
C -12.0746 3.9258 -18.2905
C -12.1406 5.2106 -18.7594
C -13.2935 5.2569 -19.5777
C -13.8511 4.0051 -19.6231
H -13.3853 2.2770 -18.5377
H -11.3218 3.5409 -17.6185
H -11.4076 5.9624 -18.5066
H -13.6020 6.0856 -20.1979
H -14.7083 3.6381 -20.1679
*
```

2.
Here is a structure of composition C26H43BrN6P2Pb at a distorted geometry from the OMol25 dataset. Energies are from ωB97M-V/def2-TZVPD.

Output
- HOMO (spin up / spin down) (Ha) = -0.7057 / -0.7067
- HOMO-LUMO gap (spin up / spin down) (eV) = 4.791 / 5.048
- energy (eV) = -130420.154
- LUMO level (spin up / spin down) (eV) = -14.4 / -14.2

```
! RIJCOSX wB97M-V def2-TZVPD def2/J DEFGRID3
* xyz 4 1
N -3.7947 -6.3287 -1.5321
C -2.8829 -6.4094 -0.5669
C -2.2390 -5.2767 -0.0531
C -2.5414 -4.0157 -0.6106
C -3.5555 -3.9438 -1.5841
C -4.1370 -5.1441 -2.0280
C -1.7239 -2.8476 -0.2235
Pb -2.3852 -1.4720 1.3920
P -2.4648 0.9423 2.8205
C -1.9616 -1.5142 -0.7935
C -0.8488 -0.6918 -1.2531
C -1.0955 0.6020 -1.7827
C -0.1043 1.5280 -1.8442
C 1.2385 1.2319 -1.2629
C 1.5229 -0.2336 -1.2704
C 0.4987 -1.1251 -1.1739
Br 1.2829 1.8489 0.5456
H -0.7004 -3.1037 0.0781
H -2.9446 -1.2961 -1.2385
H -1.4808 -5.3904 0.7260
H -3.8459 -3.0032 -2.0511
H -2.6350 -7.4030 -0.1820
H -4.8897 -5.1188 -2.8158
H -2.1047 0.8552 -2.1293
H 0.7027 -2.1994 -1.0980
H -0.3058 2.5499 -2.1559
H 2.5652 -0.5525 -1.2145
P 2.5339 2.1825 -2.2686
C -1.6117 -0.2618 4.1173
C -2.6258 -1.0310 4.9555
H -0.9630 0.3436 4.7651
H -0.9580 -0.9487 3.5626
H -2.2751 -2.0639 5.0937
H -2.7113 -0.5851 5.9567
H -3.6290 -1.0442 4.5034
C -2.2220 1.3730 0.9873
C -2.5273 2.8318 0.5874
H -2.9123 0.7359 0.4042
H -1.1853 1.1126 0.7119
H -2.9213 2.8707 -0.4403
H -3.2910 3.2702 1.2449
H -1.6222 3.4530 0.6146
C -1.3109 2.2680 3.3870
C -1.7400 2.8081 4.7492
H -1.2552 3.0820 2.6593
H -0.3160 1.8061 3.4314
H -0.9630 3.4709 5.1429
H -2.6693 3.3823 4.6696
H -1.9094 2.0147 5.4842
C 4.0915 2.1598 -1.3506
C 5.1893 3.0413 -1.9532
H 4.4183 1.1108 -1.2826
H 3.8554 2.4767 -0.3238
H 5.4889 2.7133 -2.9581
H 4.8824 4.0939 -2.0068
H 6.0774 2.9880 -1.3111
C 1.9243 3.8797 -2.4130
C 1.1379 4.2091 -3.6842
H 2.8091 4.5291 -2.3385
H 1.3184 4.0700 -1.5144
H 1.7835 4.1890 -4.5722
H 0.2945 3.5270 -3.8488
H 0.7300 5.2241 -3.5927
C 2.7071 1.3777 -3.8762
C 3.7073 0.2234 -3.9534
H 2.9715 2.1726 -4.5905
H 1.7012 1.0250 -4.1524
H 3.3655 -0.6447 -3.3768
H 3.7989 -0.0938 -4.9994
H 4.7066 0.5103 -3.6016
N 2.9097 -2.5398 1.4834
N 1.7576 -2.6346 2.2402
N 1.4855 -3.8141 2.8711
C 0.1663 -3.7252 3.0311
N -0.3635 -2.6257 2.4513
N 0.6621 -1.9548 1.8641
H 3.0695 -1.5743 1.2168
H 3.6761 -2.9961 1.9622
H -0.4064 -4.4768 3.5626
*
```

3.
Here is a structure of composition C26H43ClN4O4PS3Se2Ti from the OMol25 dataset. Energies are from ωB97M-V/def2-TZVPD.

Output
- HOMO (Ha) = -0.1739
- HOMO-LUMO gap (eV) = 6.409
- energy (eV) = -249943.794
- LUMO level (eV) = 1.7

```
! RIJCOSX wB97M-V def2-TZVPD def2/J DEFGRID3
* xyz -1 1
Ti 0.1936 0.3843 -0.4362
C 3.1460 0.2045 -1.8937
N 1.7131 0.4726 -2.0313
C 1.2111 0.5959 -3.2054
C -0.1866 0.8782 -3.3062
C -1.0554 1.0799 -4.3673
C -2.3139 1.3341 -3.7909
C -2.1500 1.2651 -2.4121
N -0.8607 0.9963 -2.1103
C 3.6555 -0.9130 -2.7704
C 2.9247 -2.0917 -2.9110
C 3.4299 -3.1375 -3.6667
C 4.6685 -3.0236 -4.2878
C 5.3978 -1.8533 -4.1520
C 4.8894 -0.8026 -3.3974
H 3.3242 -0.0690 -0.8522
H 3.6927 1.1301 -2.0913
H 1.8262 0.4955 -4.0986
H -0.8028 1.0418 -5.4153
H -3.2390 1.5333 -4.3075
H -2.8748 1.4015 -1.6224
H 1.9656 -2.1853 -2.4132
H 2.8568 -4.0513 -3.7646
H 5.0610 -3.8449 -4.8739
H 6.3622 -1.7534 -4.6342
H 5.4605 0.1133 -3.2931
C 3.5803 0.7409 1.7926
Se 1.7216 0.1959 1.8790
C 1.8952 -1.6230 2.5686
C 3.1409 -2.3963 2.2104
Se 3.4558 -2.6892 0.3170
C 2.0455 -3.9983 0.0548
H 3.9996 0.6511 2.7923
H 3.5890 1.7830 1.4833
H 4.1426 0.1257 1.0935
H 1.0045 -2.1892 2.2903
H 1.8459 -1.5143 3.6530
H 3.0325 -3.3743 2.6830
H 4.0465 -1.9244 2.5932
H 2.3418 -4.9491 0.4892
H 1.9001 -4.0950 -1.0190
H 1.1332 -3.6609 0.5422
C -1.8069 -1.2727 3.7991
C -1.8335 0.2243 3.5971
C -2.1713 1.0023 4.8528
O -2.8326 0.4901 2.5789
P -2.8357 1.7337 1.5942
S -3.6520 3.3445 2.3262
S -0.9602 2.1727 0.9070
O -3.6519 1.1508 0.3534
C -4.7835 0.2448 0.3749
C -5.8047 0.6272 1.4307
C -4.3199 -1.1933 0.4719
H -1.0536 -1.5569 4.5347
H -1.5422 -1.7894 2.8787
H -2.7801 -1.6270 4.1472
H -0.8768 0.5667 3.1984
H -3.1509 0.7027 5.2306
H -2.1909 2.0749 4.6608
H -1.4236 0.7888 5.6195
H -5.2237 0.4049 -0.6127
H -5.4098 0.4542 2.4311
H -6.6990 0.0139 1.3004
H -6.0763 1.6785 1.3455
H -3.8900 -1.4037 1.4514
H -3.5661 -1.4090 -0.2852
H -5.1767 -1.8514 0.3089
Cl 0.3701 -4.4438 3.2213
C -1.2001 -3.0187 0.0374
C -0.7085 -1.7999 -0.1246
O -1.0931 -0.6548 0.4787
O 0.3249 -1.4247 -0.9205
H -1.9837 -3.1976 0.7557
H -0.7658 -3.8500 -0.4947
C -0.9800 5.7516 0.2214
N 0.3195 5.0983 0.1874
C 0.6213 4.1317 -0.6891
N -0.1429 4.0312 -1.7813
S 1.9908 3.1466 -0.4158
H -1.0266 6.3895 1.0991
H -1.7817 5.0124 0.3152
H -1.1204 6.3748 -0.6636
H 0.8311 5.0189 1.0487
H -1.0886 4.3791 -1.7465
H -0.0249 3.2003 -2.3428
*
```

Among the records above, which one has the lowest energy? C26H43ClN4O4PS3Se2Ti

Repeat the first record exactly.
Here is a cluster of 7 separate species, C26H43Br2N3O3 in total at a distorted geometry from the OMol25 dataset. Energies are from ωB97M-V/def2-TZVPD.

Output
- structure (SMILES) = c1cc[nH]c1.c1cc[nH]c1.c1cc[nH]c1.C1CCOC1.C1CCOC1.C1CCOC1.BrCCBr
- HOMO (Ha) = -0.3013
- HOMO-LUMO gap (eV) = 8.558
- energy (eV) = -178352.845
- LUMO level (eV) = 0.4

```
! RIJCOSX wB97M-V def2-TZVPD def2/J DEFGRID3
* xyz 0 1
C 1.9331 9.5091 -19.0740
C 1.9455 8.0695 -19.4950
C 1.1934 8.0999 -20.8259
O 1.5305 9.3290 -21.4351
C 1.6272 10.3107 -20.3574
H 2.8312 9.8366 -18.5504
H 1.1602 9.6580 -18.3200
H 1.5260 7.3452 -18.7967
H 2.9810 7.8572 -19.7611
H 0.1110 8.1659 -20.7159
H 1.3757 7.2481 -21.4811
H 0.7216 10.9131 -20.2863
H 2.4519 10.9736 -20.6192
C 1.9380 2.2325 -27.6297
C 3.0272 2.3705 -28.5998
C 2.4891 1.5174 -29.7457
O 1.1238 1.9135 -29.7478
C 0.6784 2.3105 -28.4539
H 1.9779 2.9686 -26.8267
H 2.0123 1.2388 -27.1882
H 3.9888 1.9757 -28.2719
H 3.3166 3.3781 -28.8983
H 2.5918 0.4581 -29.5104
H 2.9885 1.6778 -30.7011
H -0.0436 1.6308 -28.0016
H 0.3469 3.3488 -28.4679
C -4.7720 14.2728 -22.3913
C -5.3916 15.0940 -23.4755
C -5.9339 14.1406 -24.5243
O -5.1702 12.9698 -24.3633
C -4.8030 12.8237 -22.9637
H -5.4760 14.3063 -21.5598
H -3.7622 14.5521 -22.0906
H -4.7759 15.8660 -23.9371
H -6.3147 15.5404 -23.1056
H -5.7230 14.5464 -25.5137
H -6.9994 13.9654 -24.3753
H -3.8270 12.3536 -22.8427
H -5.5116 12.1669 -22.4591
Br -4.1347 1.8560 -22.2192
C -5.7647 2.5309 -23.0707
C -6.5689 3.6283 -22.3248
Br -5.4252 5.2164 -22.0680
H -6.3907 1.6572 -23.2520
H -5.4318 2.7898 -24.0758
H -7.0202 3.2827 -21.3947
H -7.3963 3.9699 -22.9468
N -5.2755 8.9406 -29.0361
C -4.9695 7.7680 -28.4380
C -5.1825 6.7791 -29.3362
C -5.4657 7.4243 -30.5702
C -5.6904 8.7186 -30.3147
H -5.3145 9.8554 -28.6099
H -4.6376 7.8040 -27.4110
H -5.0445 5.7120 -29.2430
H -5.6074 7.0958 -31.5892
H -5.9280 9.5555 -30.9547
N -11.3296 10.5416 -23.9313
C -12.1315 11.6472 -23.8722
C -11.6011 12.4180 -22.8308
C -10.7256 11.6155 -22.0718
C -10.5528 10.5245 -22.8249
H -11.2697 9.7670 -24.5767
H -12.9408 11.7325 -24.5824
H -11.9637 13.3934 -22.5416
H -10.2525 11.9072 -21.1458
H -9.9390 9.6670 -22.5920
N -13.1930 3.2558 -18.6958
C -12.0746 3.9258 -18.2905
C -12.1406 5.2106 -18.7594
C -13.2935 5.2569 -19.5777
C -13.8511 4.0051 -19.6231
H -13.3853 2.2770 -18.5377
H -11.3218 3.5409 -17.6185
H -11.4076 5.9624 -18.5066
H -13.6020 6.0856 -20.1979
H -14.7083 3.6381 -20.1679
*
```

What is the energy in the second record? -130420.154 eV